The following is a quantum chemistry calculation of an isolated molecule of C4H7NO in a non-equilibrium geometry, from the OMol25 dataset.

Element x y z (Å)
O -0.559 0.543 1.008
N 1.537 0.935 -0.366
C 0.893 0.396 -1.556
C 0.691 -0.287 -0.278
C -0.952 -0.640 0.084
C -1.105 -0.613 1.542
H -0.002 0.919 -1.909
H 1.154 1.820 -0.042
H 1.256 -1.106 0.133
H 1.514 -0.030 -2.331
H -1.897 -0.378 -0.446
H -0.480 -1.236 2.170
H -2.050 -0.321 1.990

Values from the calculation:
SMILES = C1N[C@H]1[C@H]1CO1
E_LUMO = 1.15 eV
HOMO = -8.75 eV
frontier orbital gap = 9.90 eV

=====

The following is a quantum chemistry calculation of a cluster of 2 separate species, C4H10N2 in total in a non-equilibrium geometry, from the OMol25 dataset.

Element x y z (Å)
N -0.510 1.878 1.568
N -0.811 0.753 1.280
C 1.785 -0.708 -0.133
C -1.736 -1.108 0.032
C -1.168 0.341 -0.155
C 2.524 0.310 -0.577
H -1.991 -1.307 -0.916
H 3.327 0.040 -1.301
H -0.887 -1.618 0.376
H -2.039 0.991 -0.451
H -0.594 2.509 0.773
H -2.668 -1.275 0.602
H -0.418 0.222 -0.847
H 2.085 -1.758 -0.129
H 2.230 1.370 -0.441
H 0.872 -0.640 0.317

Values from the calculation:
SMILES = [H]/N=N\CC.C=C
E_LUMO = 1.05 eV
HOMO = -8.94 eV
frontier orbital gap = 9.99 eV

=====

The following is a quantum chemistry calculation of an isolated molecule of C23H25N5O2S, from the OMol25 dataset.

Element x y z (Å)
S -2.331 -1.525 -1.045
O -0.643 -1.791 1.266
O 1.107 1.885 -0.629
N -0.579 0.394 -0.831
N -2.786 0.994 -0.314
N 1.343 -1.689 0.216
N 4.046 -0.667 0.260
N -3.385 3.185 0.261
C 7.567 -0.065 -0.601
C 5.251 -0.026 0.100
C -4.409 -0.308 0.938
C 6.677 1.901 0.412
C -4.125 0.554 -0.114
C -1.088 2.641 -0.183
C -0.090 1.668 -0.554
C 0.011 -1.864 0.240
C 2.986 -0.099 1.067
C -1.815 0.115 -0.699
C -0.666 -2.239 -1.080
C 7.747 1.234 -0.160
C -5.136 0.978 -0.967
C 6.344 -0.692 -0.471
C -6.430 0.536 -0.760
C 1.995 -1.201 1.419
C 2.154 -1.612 -0.982
C -5.705 -0.744 1.127
C -2.396 2.295 -0.060
C 5.446 1.289 0.540
C 3.635 -1.734 -0.619
C -6.732 -0.329 0.285
C -8.128 -0.828 0.489
H 1.977 -0.652 -1.485
H -8.238 -1.810 0.030
H 4.624 1.846 0.960
H 3.810 -2.716 -0.153
H 1.218 -0.824 2.088
H -3.612 -0.639 1.587
H -0.796 -3.318 -1.151
H 1.900 -2.431 -1.659
H -5.925 -1.417 1.943
H -7.214 0.865 -1.425
H -4.243 2.813 0.636
H 8.392 -0.604 -1.045
H 6.798 2.919 0.755
H 2.512 -2.027 1.920
H 8.706 1.719 -0.260
H -0.157 -1.845 -1.954
H -0.766 3.649 0.020
H -4.904 1.645 -1.783
H 4.214 -1.690 -1.546
H -3.076 4.059 0.652
H 3.418 0.293 1.992
H -8.353 -0.928 1.548
H -8.853 -0.159 0.033
H 2.460 0.713 0.546
H 6.243 -1.716 -0.797

Values from the calculation:
SMILES = Cc1ccc(-n2c(N)cc(=O)nc2SCC(=O)N2CCN(c3ccccc3)CC2)cc1
E_LUMO = 0.49 eV
HOMO = -7.18 eV
frontier orbital gap = 7.67 eV

=====

The following is a quantum chemistry calculation of an isolated molecule of C5H6O in a non-equilibrium geometry, from the OMol25 dataset.

Element x y z (Å)
O -1.403 -0.454 0.948
C 1.882 -0.575 -0.436
C 0.571 -0.231 -0.244
C -0.320 0.794 -0.674
C -0.297 -1.000 0.592
C -1.421 0.878 0.294
H -0.111 -1.991 1.007
H -2.438 1.038 -0.074
H -1.253 1.546 1.155
H -0.148 1.517 -1.459
H 2.284 -1.497 -0.030
H 2.548 0.080 -0.984

Values from the calculation:
E_LUMO (alpha / beta) = -0.11 / 0.18 eV
HOMO (alpha / beta) = -6.57 / -6.77 eV
frontier orbital gap (alpha / beta) = 6.46 / 6.95 eV

=====

The following is a quantum chemistry calculation of a cluster of 2 separate species, C4H11NO in total in a non-equilibrium geometry, from the OMol25 dataset.

Element x y z (Å)
O -2.885 0.615 0.261
N 1.793 -0.618 0.855
C -1.794 0.930 -0.135
C 1.769 -2.048 1.167
C -1.476 1.694 -1.355
C 1.855 -0.384 -0.566
H -2.109 1.498 -2.225
H 0.917 -0.624 -1.096
H 2.712 -2.544 0.873
H 2.620 -0.203 1.264
H 1.005 -2.513 0.545
H 2.703 -0.869 -1.074
H -1.602 2.762 -1.118
H 1.874 0.674 -0.825
H 1.650 -2.194 2.237
H -0.896 0.423 0.329
H -0.454 1.589 -1.720

Values from the calculation:
SMILES = CC=O.CNC
E_LUMO = 0.95 eV
HOMO = -9.10 eV
frontier orbital gap = 10.06 eV

=====

The following is a quantum chemistry calculation of an isolated molecule of C4HBrClI in a non-equilibrium geometry, from the OMol25 dataset.

Element x y z (Å)
I -3.066 0.331 0.008
Br 0.168 -2.937 0.002
Cl 0.351 2.662 -0.002
C -1.027 0.246 -0.002
C 0.082 0.992 -0.012
C 1.095 -0.110 -0.003
C 0.230 -1.118 0.001
H 2.167 -0.065 0.009

Values from the calculation:
SMILES = ClC1=CC(Br)=C1I
E_LUMO = 0.05 eV
HOMO = -8.19 eV
frontier orbital gap = 8.25 eV

=====

The following is a quantum chemistry calculation of an isolated molecule of C4H8, from the OMol25 dataset.

Element x y z (Å)
C -0.522 0.522 0.733
C 0.529 -0.524 -0.726
C -0.541 -0.984 0.292
C 0.530 0.987 -0.301
H -1.496 -1.368 -0.116
H 0.200 1.715 -1.066
H -1.489 0.975 0.564
H 0.193 -0.627 -1.749
H 1.495 -0.969 -0.523
H 1.489 1.382 0.084
H -0.154 0.609 1.747
H -0.236 -1.719 1.060

Values from the calculation:
SMILES = C1CCC1
E_LUMO = 1.32 eV
HOMO = -9.69 eV
frontier orbital gap = 11.01 eV

=====

The following is a quantum chemistry calculation of the ion C6H9O3Si with charge -1 in a non-equilibrium geometry, from the OMol25 dataset.

Element x y z (Å)
Si 1.061 -2.082 1.701
O -0.969 -2.087 0.911
O 1.028 -0.587 0.903
O -2.447 -0.689 -0.085
C 0.264 0.199 -1.327
C -1.315 -0.973 0.323
C -0.572 1.417 0.555
C -0.393 2.351 -0.445
C -0.089 1.586 -1.749
C -0.218 0.032 0.131
H 1.108 -3.482 1.197
H 0.423 -1.737 2.888
H -1.094 1.460 -2.289
H 2.654 -2.167 1.752
H 1.470 0.014 -1.357
H -0.627 3.350 -0.294
H -0.139 -0.509 -1.967
H -0.862 1.791 1.503
H 0.716 2.113 -2.351

Values from the calculation:
E_LUMO = 3.61 eV
HOMO = -5.10 eV
frontier orbital gap = 8.72 eV
total charge = -1